Entry 1:
Here is a structure of composition C21H15N7O3ReS2 in a non-equilibrium geometry from the OMol25 dataset. Energies are from wB97M-V/def2-TZVPD.

Structure (XYZ):
```
49
Properties=species:S:1:pos:R:3:nbo_charge:R:1
Re 9.6563 11.8986 11.2578 1.2540
O 12.8706 12.6171 13.6921 -0.5791
C 11.8494 12.2369 13.1834 0.6583
N 11.5545 12.1086 11.8391 -0.6697
C 12.6496 12.1906 10.9040 -0.2791
C 12.1127 11.8238 9.5734 0.2850
C 12.8946 11.7491 8.4238 -0.2420
C 12.3491 11.4547 7.2384 -0.1174
C 10.9588 11.3455 7.1433 -0.2513
C 10.1819 11.4829 8.2227 0.0895
N 10.7649 11.7220 9.4638 -0.4923
C 10.6071 11.9867 13.9850 0.1598
C 10.7129 12.0029 15.3683 -0.1879
C 9.5893 11.8526 16.1647 -0.1314
C 8.3789 11.7638 15.5135 -0.2341
C 8.3174 11.7200 14.1500 0.0723
N 9.3969 11.8116 13.4062 -0.4516
H 13.1688 13.1072 10.7557 0.2336
H 13.5189 11.5513 11.2904 0.2417
H 13.9498 11.8238 8.5640 0.2282
H 12.9059 11.3084 6.3444 0.2279
H 10.4905 11.2515 6.1755 0.2351
H 9.1462 11.6034 8.2440 0.2499
H 11.6966 11.9683 15.7942 0.2494
H 9.6439 11.8917 17.2278 0.2286
H 7.4266 11.7133 16.0375 0.2318
H 7.3515 11.5905 13.6565 0.2328
S 7.4030 12.5026 10.8570 -0.0138
C 7.9046 14.1899 11.1639 -0.1662
S 9.6704 14.2681 11.3661 0.0059
C 7.1003 15.2812 11.2089 -0.3809
C 7.6653 16.5803 11.5217 0.2849
N 8.2576 17.5760 11.7153 -0.3061
C 5.6273 15.2610 11.1771 0.2863
N 4.5139 15.4672 11.1316 -0.3030
C 10.6871 6.6841 12.9396 -0.3976
N 9.8987 7.5280 12.0696 -0.4291
C 9.1506 7.0328 11.0117 0.0811
C 8.5066 7.7543 10.0780 -0.3694
C 8.6768 9.1755 10.1620 0.6255
O 8.0863 9.9298 9.4309 -0.6338
N 9.4742 9.6763 11.1601 -0.7311
C 10.1105 8.8773 12.1189 0.7834
O 10.8316 9.3594 13.0021 -0.6764
H 10.1516 5.7258 12.9326 0.2005
H 10.6921 7.0720 13.9650 0.2376
H 11.7552 6.5902 12.6144 0.2101
H 9.0598 5.9547 11.2101 0.2037
H 7.9620 7.2254 9.2994 0.2462
```

**Electronic energy**: -62395.629 eV
**HOMO level (alpha / beta)**: -7.992 / -8.632 eV
**Multiplicity**: 4
**⟨S²⟩**: 3.774

---

Entry 2:
Here is a structure of composition C8H11BrO2S in a non-equilibrium geometry from the OMol25 dataset. Energies are from wB97M-V/def2-TZVPD.

Structure (XYZ):
```
23
Properties=species:S:1:pos:R:3:nbo_charge:R:1
C -0.0455 -2.1195 0.1011 -0.2783
C -0.4211 -0.7475 0.0865 -0.1426
C 1.2992 -2.1888 -0.0556 -0.2183
C -1.4770 0.0370 0.0346 -0.1145
C 2.2711 -3.2288 -0.3465 -0.6795
C -1.9581 2.3887 1.0190 -0.5927
C -0.1871 2.2087 -0.7292 -0.6028
C -1.4396 1.5356 -0.1520 -0.2672
O 2.2729 -0.0838 -1.2289 -0.9046
O 2.1495 0.0104 1.2813 -0.8982
S 1.6577 -0.4554 0.0121 2.0672
Br -3.0578 -0.7604 0.2131 0.1801
H -0.7074 -2.8271 0.3473 0.2215
H 2.6070 -2.9689 -1.4158 0.2452
H 1.9256 -4.2710 -0.3391 0.2357
H 3.1077 -3.1996 0.3899 0.2425
H -1.1690 2.7955 1.6428 0.2119
H -2.6563 1.8198 1.5927 0.2118
H -2.4536 3.3192 0.6677 0.2148
H 0.5867 1.4994 -0.9519 0.2221
H 0.2958 2.6780 0.1077 0.2081
H -0.3792 2.9368 -1.3825 0.2189
H -2.2215 1.6215 -0.8944 0.2188
```

**Electronic energy**: -93440.244 eV
**HOMO level (alpha / beta)**: -5.945 / -9.953 eV
**Multiplicity**: 3
**⟨S²⟩**: 2.009

---

Entry 3:
Here is a cluster of 4 separate species, C14H37FN4O6S in total in a non-equilibrium geometry from the OMol25 dataset. Energies are from wB97M-V/def2-TZVPD.

Structure (XYZ):
```
63
Properties=species:S:1:pos:R:3:nbo_charge:R:1
N -5.1476 3.7680 0.3937 -0.5845
C -4.4349 2.6825 0.3246 0.0505
C -4.7416 1.5635 -0.7484 -0.1713
O -5.7762 0.6221 -0.3493 -0.6556
S -5.3465 -0.3311 0.9585 1.6583
O -5.8507 0.3247 2.2094 -0.8617
O -3.6376 -0.3137 1.1259 -0.3350
F -3.4181 -1.0855 2.2670 -0.1038
H -4.7718 4.3550 1.1565 0.3393
H -3.5826 2.6103 1.0731 0.2119
H -5.1540 2.1185 -1.6467 0.2316
H -3.7915 1.0321 -1.0649 0.2063
C -1.1941 1.0128 4.0159 -0.6183
C -0.8022 1.6781 2.7001 -0.0803
C 0.6143 2.2828 2.7122 -0.0742
O 0.7235 3.5115 3.4174 -0.5484
C 0.8433 3.3760 4.8236 -0.2496
N -1.8151 2.6829 2.3546 -0.8337
H -1.4574 1.7356 4.7894 0.2039
H -2.0680 0.3733 3.8704 0.2281
H -0.3838 0.3853 4.3955 0.2043
H -0.8163 0.8998 1.9293 0.1895
H 0.8911 2.5144 1.6783 0.1823
H 1.3566 1.5615 3.0758 0.1670
H 1.4141 2.4870 5.1046 0.1703
H -0.1440 3.3571 5.2889 0.1666
H 1.3662 4.2562 5.2019 0.1908
H -1.6041 3.0519 1.4288 0.3514
H -1.6738 3.4825 2.9708 0.3635
C 0.3614 -1.6141 -3.6112 -0.6179
C -0.1353 -0.2800 -4.1583 -0.0820
C -0.2244 0.8257 -3.0894 -0.0739
O -1.3412 0.7134 -2.2172 -0.5580
C -1.1674 -0.2093 -1.1533 -0.2600
N -1.4232 -0.4898 -4.8299 -0.8204
H -0.4054 -2.1510 -3.0507 0.2038
H 0.6690 -2.2682 -4.4310 0.2196
H 1.2265 -1.4726 -2.9576 0.2055
H 0.5902 0.0515 -4.9084 0.1900
H -0.3510 1.7835 -3.6042 0.1843
H 0.7070 0.9053 -2.5144 0.1648
H -0.1362 -0.2328 -0.7895 0.1784
H -1.4853 -1.2067 -1.4634 0.1688
H -1.8166 0.0995 -0.3326 0.1899
H -1.7028 0.3787 -5.2805 0.3512
H -2.1260 -0.6226 -4.1044 0.3537
C 5.4406 -3.7893 -1.0699 -0.6148
C 4.0376 -4.0682 -0.5394 -0.0823
C 2.9538 -3.1647 -1.1583 -0.0771
O 2.9309 -1.8367 -0.6485 -0.5544
C 3.8894 -0.9668 -1.2264 -0.2510
N 4.0538 -3.9681 0.9247 -0.8207
H 5.8798 -2.8874 -0.6409 0.2023
H 6.1100 -4.6160 -0.8206 0.2220
H 5.4359 -3.6834 -2.1578 0.2030
H 3.7913 -5.1006 -0.8081 0.1911
H 1.9767 -3.5903 -0.9076 0.1851
H 3.0138 -3.1562 -2.2540 0.1665
H 4.0591 -1.1853 -2.2843 0.1714
H 4.8287 -1.0149 -0.6727 0.1702
H 3.5111 0.0540 -1.1407 0.1868
H 3.1450 -4.2538 1.2824 0.3509
H 4.1061 -2.9783 1.1609 0.3537
```

**Electronic energy**: -46908.286 eV
**HOMO level**: -9.469 eV

---

Entry 4:
Here is a structure of composition C30H83BrO13Zr in a non-equilibrium geometry from the OMol25 dataset. Energies are from wB97M-V/def2-TZVPD.

Structure (XYZ):
```
128
Properties=species:S:1:pos:R:3:lowdin_charge:R:1
Zr 0.1087 -2.2778 -0.2902 1.6775
O 2.1265 -1.8865 -0.1668 -0.4124
H 3.0412 -2.0908 -0.4427 0.0352
O -0.4406 -0.4573 0.5360 -0.4220
H -0.3740 0.3942 1.0104 0.0200
O 0.3509 -4.3083 -0.1240 -0.4546
H 0.0779 -5.2445 -0.0647 0.0221
Br -2.1293 -2.4873 -1.9076 0.1142
C -0.4810 1.7292 3.8232 -0.0521
C 0.9913 1.5782 3.3666 -0.4338
C 1.9979 2.3442 4.2832 -0.0368
O 1.3831 0.1843 3.3785 -0.0825
H -1.0948 0.9876 3.3120 0.0476
H -0.9173 2.7180 3.6819 0.0803
H -0.5086 1.4946 4.8873 0.0806
H 1.0065 1.9451 2.3403 0.1259
H 2.0247 1.8962 5.2765 0.0817
H 1.8854 3.4281 4.3112 0.0771
H 3.0076 2.1922 3.9017 0.0489
H 2.1221 0.1676 2.7660 0.0269
C 5.1758 5.5011 -1.0890 -0.0531
C 4.2004 4.3103 -0.9523 -0.4672
C 2.7792 4.5561 -1.5527 -0.0379
O 4.8192 3.2751 -1.6757 -0.0694
H 5.3168 5.8120 -2.1242 0.0816
H 6.1767 5.2111 -0.7694 0.0704
H 4.8104 6.3600 -0.5262 0.0754
H 4.0684 3.9489 0.0675 0.1209
H 2.8233 4.5876 -2.6413 0.0846
H 2.2150 5.4064 -1.1696 0.0770
H 2.1389 3.7016 -1.3340 0.0384
H 5.6942 3.1364 -1.3059 0.0805
C 0.8905 0.1271 -4.2554 -0.0303
C 1.4403 -0.0717 -2.8259 -0.4522
C 2.0241 1.2282 -2.2134 -0.0195
O 0.3995 -0.5168 -2.0183 -0.2138
H 0.1016 0.8775 -4.2032 0.0647
H 0.4391 -0.7449 -4.7286 0.0742
H 1.6282 0.4709 -4.9805 0.0829
H 2.2242 -0.8278 -2.8716 0.1160
H 1.2234 1.8725 -1.8504 0.0660
H 2.6860 1.7694 -2.8895 0.0793
H 2.6786 0.9953 -1.3734 0.0683
H -0.1875 0.2413 -1.9695 0.0327
C 5.1039 1.2611 1.9063 -0.0389
C 4.6323 0.0653 1.0837 -0.4445
C 5.4325 -1.1983 1.3208 -0.0445
O 3.2537 -0.1502 1.4723 -0.1028
H 4.3200 2.0076 2.0341 0.0612
H 5.9167 1.7837 1.4020 0.0768
H 5.3617 0.9080 2.9048 0.0851
H 4.5492 0.3255 0.0284 0.1266
H 5.3942 -1.4390 2.3833 0.0832
H 6.4599 -1.0335 0.9961 0.0854
H 5.0696 -2.0703 0.7768 0.0679
H 2.9542 -0.8515 0.8891 0.0018
C -5.7886 0.3389 2.1188 -0.0319
C -5.5570 0.9881 3.4999 -0.4587
C -4.4247 1.9751 3.5882 -0.0759
O -6.6951 1.7905 3.8635 -0.0715
H -6.1270 1.0026 1.3232 0.0836
H -6.6058 -0.3744 2.2254 0.0797
H -4.8627 -0.1245 1.7781 0.0492
H -5.4536 0.3053 4.3432 0.1297
H -4.2582 2.2991 4.6156 0.0826
H -4.5617 2.8787 2.9942 0.0879
H -3.4884 1.4988 3.2975 0.0534
H -6.4227 2.4055 4.5484 0.0729
C -2.7799 1.3032 -4.7275 -0.0719
C -4.0681 0.5509 -4.5890 -0.4811
C -5.1014 0.7431 -5.7261 -0.0521
O -3.8655 -0.8671 -4.6222 -0.0748
H -2.0692 1.0466 -3.9419 0.0500
H -2.9032 2.3805 -4.6170 0.0808
H -2.2673 1.1026 -5.6683 0.0854
H -4.4588 0.9030 -3.6343 0.1236
H -6.0292 0.2093 -5.5203 0.0735
H -4.6488 0.3128 -6.6195 0.0769
H -5.4038 1.7527 -6.0039 0.0705
H -3.4480 -1.1720 -3.8132 -0.0306
C -3.1352 2.2171 0.2073 -0.0430
C -2.4111 2.4254 -1.1413 -0.4073
C -1.6980 3.7381 -1.1480 -0.0707
O -1.4333 1.3159 -1.2661 -0.1044
H -2.4142 2.0809 1.0133 0.0716
H -3.7552 1.3217 0.1625 0.0728
H -3.7850 3.0772 0.3688 0.0849
H -3.1321 2.4761 -1.9572 0.1233
H -1.1062 3.8757 -2.0530 0.0781
H -0.9115 3.8272 -0.3987 0.0790
H -2.3992 4.5672 -1.0537 0.0852
H -1.2743 0.8229 -0.4579 0.0091
C 1.9672 -3.2705 -4.8347 -0.0520
C 0.9134 -3.6485 -3.8150 -0.4496
C 0.7304 -5.1971 -3.7170 -0.0375
O 1.2873 -3.1832 -2.5046 -0.1697
H 1.6727 -3.4855 -5.8619 0.0879
H 2.9243 -3.7920 -4.8389 0.0809
H 2.2215 -2.2191 -4.7007 0.0585
H -0.0842 -3.2538 -4.0073 0.1046
H 0.0884 -5.4198 -2.8648 0.0704
H 1.6942 -5.6993 -3.6336 0.0762
H 0.3013 -5.5087 -4.6694 0.0795
H 2.1484 -3.5857 -2.3699 0.0954
C 2.9760 -3.4844 2.8277 -0.0278
C 1.4223 -3.5154 2.9686 -0.4158
C 0.8648 -3.2287 4.4321 -0.0142
O 0.8785 -2.4968 2.1771 -0.1677
H 3.2998 -2.4928 3.1438 0.0693
H 3.3137 -3.5606 1.7941 0.0639
H 3.3220 -4.3372 3.4116 0.0799
H 1.0389 -4.4479 2.5544 0.1260
H 1.0321 -4.0384 5.1424 0.0741
H -0.2164 -3.1208 4.3464 0.0404
H 1.1257 -2.2423 4.8157 0.0756
H 1.0425 -1.6553 2.6091 0.0513
C -4.0045 -3.0411 1.5392 -0.0320
C -2.7203 -2.2136 1.8677 -0.4711
C -2.5029 -2.0702 3.3842 -0.0290
O -1.6470 -2.9349 1.3207 -0.2093
H -4.0611 -3.2811 0.4775 0.0539
H -4.9255 -2.5325 1.8243 0.0648
H -3.9670 -3.9981 2.0596 0.0796
H -2.7239 -1.2129 1.4354 0.1140
H -2.4579 -3.0750 3.8042 0.0807
H -3.2885 -1.4915 3.8699 0.0770
H -1.5323 -1.5913 3.5136 0.0645
H -1.7823 -3.8125 1.6856 0.1067
```

**Electronic energy**: -130401.766 eV
**HOMO level**: -8.787 eV

---

Entry 5:
Here is a structure of composition C24H28N7OS2Sc in a non-equilibrium geometry from the OMol25 dataset. Energies are from wB97M-V/def2-TZVPD.

Structure (XYZ):
```
63
Properties=species:S:1:pos:R:3:lowdin_charge:R:1
Sc 0.3245 -0.7746 -0.3699 0.7484
C 1.4581 1.1254 3.5333 -0.0015
C 1.4525 0.6130 2.1249 -0.2165
N 0.4334 -0.0535 1.6557 -0.0609
N -0.6063 -0.3116 2.5121 -0.0489
C -1.7041 -0.7581 2.0147 -1.1185
S -2.1144 -0.9636 0.3614 0.5755
S -2.9864 -1.1569 3.1801 0.8638
C -3.5557 0.5496 3.5739 -0.4009
C -2.7800 1.1557 4.6939 -0.3104
C -2.8873 0.6083 5.9690 -0.0565
C -2.1889 1.1507 7.0301 -0.0797
C -1.3680 2.2490 6.8303 -0.0938
C -1.2534 2.7988 5.5661 -0.0986
C -1.9524 2.2538 4.5003 -0.0660
C 2.5778 0.8867 1.2444 -0.1081
C 3.8560 1.0976 1.7807 -0.0322
C 4.9383 1.3944 0.9850 -0.0875
C 4.7731 1.5064 -0.3907 -0.0761
C 3.5389 1.2963 -0.9543 -0.0091
C 2.4133 0.9639 -0.1760 -0.3324
O 1.2571 0.7921 -0.7708 -0.1663
H 0.4323 1.2249 3.8850 0.0501
H 1.9700 2.0821 3.5980 0.0915
H 1.9573 0.4106 4.1871 0.1043
H -4.6010 0.4123 3.8520 0.0793
H -3.4950 1.1255 2.6517 0.0806
H -3.5236 -0.2521 6.1150 0.1102
H -2.2842 0.7185 8.0154 0.1024
H -0.8213 2.6765 7.6578 0.0992
H -0.6162 3.6563 5.4058 0.1024
H -1.8624 2.6919 3.5156 0.1142
H 4.0035 0.9906 2.8447 0.1123
H 5.9149 1.5365 1.4236 0.1019
H 5.6182 1.7462 -1.0206 0.1064
H 3.3878 1.3658 -2.0215 0.1157
N 1.4866 -2.4273 -0.1446 0.0481
C 1.9087 -3.5323 -0.1462 -0.3024
N 2.5174 -4.6005 -0.1222 0.1110
C 2.2906 -5.8565 -0.2891 -0.3922
N 2.1816 -6.9936 -0.4378 0.1015
C 0.8706 -1.8978 -5.4625 -0.0594
C -0.6013 -2.1657 -5.1504 -0.1938
N -1.2735 -1.0094 -4.5788 -0.0809
C -2.1227 -0.2383 -5.4663 -0.2048
C -1.3649 0.8390 -6.2424 -0.0614
C -1.0306 -0.6210 -3.3140 -0.4041
C -1.6832 0.6312 -2.8038 -0.0112
N -0.2863 -1.2683 -2.4740 0.0527
H 1.3334 -2.8085 -5.8332 0.0809
H 1.4087 -1.5697 -4.5749 0.0707
H 0.9683 -1.1258 -6.2213 0.0660
H -0.6940 -3.0190 -4.4696 0.1228
H -1.1261 -2.4308 -6.0701 0.1209
H -2.9254 0.2179 -4.8875 0.1118
H -2.5853 -0.9299 -6.1746 0.1209
H -0.8085 1.4908 -5.5735 0.0714
H -2.0738 1.4408 -6.8048 0.0786
H -0.6608 0.3968 -6.9417 0.0662
H -2.7474 0.4576 -2.6384 0.1001
H -1.5552 1.4682 -3.4842 0.0833
H -1.2223 0.8813 -1.8397 0.0461
H 0.0890 -2.1382 -2.8580 0.0630
```

**Electronic energy**: -80195.150 eV
**HOMO level**: -8.162 eV

---

Entry 6:
Here is a cluster of 2 separate species, H2O4S2 in total in a non-equilibrium geometry from the OMol25 dataset. Energies are from wB97M-V/def2-TZVPD.

Structure (XYZ):
```
8
Properties=species:S:1:pos:R:3:nbo_charge:R:1
O -0.1178 -1.6997 0.6637 -0.8665
O 1.7784 0.8741 -0.2306 -0.4533
O 0.7982 1.2655 0.7422 0.0563
O -0.3820 1.3359 0.2041 -0.2094
S -2.9349 -1.2668 0.0366 -0.2796
S -1.0613 -0.8970 -0.0621 1.1965
H 2.5787 1.3303 0.0674 0.4718
H -0.6593 -0.9423 -1.4213 0.0843
```

**Electronic energy**: -29884.481 eV
**HOMO level (alpha / beta)**: -9.086 / -10.096 eV
**Energy relative to the best compared isomer or geometry (same formula, charge and spin)**: 6.977 eV